Entry 1:
106
Properties=species:S:1:pos:R:3:forces:R:3:mulliken_charge:R:1 method="wB97M-V/def2-TZVPD" orbital_gap_ha=0.22276 multiplicity=1 homo_ev=-7.569
Ir -0.5075 0.0491 0.1817 -0.228 0.094 -0.429 1.763
I -1.6216 9.7958 0.2561 -0.001 0.024 0.011 0.092
C -1.3436 7.7301 0.2604 0.014 -0.046 -0.009 -0.125
C -2.3982 6.8930 0.5933 -0.024 0.018 0.006 -0.710
C -2.2101 5.5195 0.5815 0.025 0.004 -0.046 -0.358
C -0.9785 4.9666 0.2365 -0.074 0.091 -0.005 -0.166
C 0.0682 5.8254 -0.0871 0.050 -0.022 0.039 -0.155
C -0.1062 7.2010 -0.0751 -0.015 0.031 0.018 -0.975
C -0.8107 3.4871 0.2151 0.016 -0.116 0.101 0.612
C -0.4908 2.8814 -0.9996 0.018 -0.035 0.018 0.779
C -0.2603 3.5762 -2.2369 0.047 0.038 -0.048 -1.490
C 0.0991 2.6531 -3.1567 0.019 0.014 0.018 -1.732
C 0.0371 1.3726 -2.5111 -0.020 -0.022 -0.082 0.535
C 0.1685 0.1566 -3.1736 0.020 0.005 0.059 0.948
C 0.5748 0.1967 -4.6114 -0.070 -0.028 0.002 -0.688
C 1.9137 0.2635 -4.9734 -0.019 0.036 -0.025 0.009
C 2.2902 0.2880 -6.3092 0.039 0.011 -0.008 -0.798
C 1.3156 0.2473 -7.2936 -0.023 -0.006 0.030 -0.067
I 1.8723 0.2672 -9.3028 0.005 0.008 -0.016 0.100
C -0.0285 0.1936 -6.9516 0.004 0.005 -0.006 -0.665
C -0.3911 0.1690 -5.6134 0.010 -0.008 0.008 0.022
C -0.1896 -1.0749 -2.6385 -0.123 0.063 -0.059 0.822
N -0.6126 -1.2944 -1.3524 0.040 0.036 0.025 -0.140
C -1.0403 -2.5901 -1.2875 0.070 -0.029 0.065 0.620
C -1.5253 -3.2303 -0.1471 0.049 0.068 0.081 0.678
C -2.0270 -4.6273 -0.2895 -0.054 -0.051 -0.011 -0.180
C -3.3693 -4.9081 -0.0435 0.011 0.014 -0.039 -0.297
C -3.8667 -6.1952 -0.1769 -0.022 -0.014 0.002 -0.699
C -3.0150 -7.2205 -0.5602 0.031 0.044 -0.003 -0.127
I -3.7557 -9.1567 -0.7785 -0.005 -0.020 0.007 0.097
C -1.6741 -6.9639 -0.8047 -0.013 -0.016 0.009 -0.798
C -1.1893 -5.6714 -0.6701 0.040 0.016 0.060 -0.165
C -1.5935 -2.6516 1.1171 0.173 -0.039 -0.065 0.629
C -1.9912 -3.3462 2.3126 -0.039 0.039 0.086 -1.517
C -1.9050 -2.4657 3.3351 -0.048 -0.129 -0.040 -1.528
C -1.4749 -1.2151 2.7832 0.026 0.152 0.052 0.712
N -1.2565 -1.3547 1.4393 0.198 -0.213 0.013 -0.340
C -1.3913 -0.0323 3.5019 -0.006 -0.026 -0.121 0.796
C -1.1892 1.2097 2.9165 -0.178 -0.071 -0.095 0.965
C -1.3079 2.4555 3.6112 0.004 0.126 -0.007 -1.730
C -1.1912 3.4391 2.6905 -0.068 -0.023 0.099 -1.464
C -0.9857 2.8061 1.4161 0.135 0.047 -0.092 0.460
N -0.9586 1.4396 1.5887 0.204 0.099 0.120 -0.383
C -1.6265 -0.0901 4.9721 -0.109 0.010 0.028 -0.930
C -2.9145 0.0670 5.4761 0.014 0.019 0.013 0.061
C -3.1534 0.0071 6.8413 0.031 -0.003 0.008 -0.695
C -2.0879 -0.2144 7.7024 -0.018 0.005 -0.057 -0.051
I -2.4333 -0.3125 9.7593 0.001 0.002 0.013 0.083
C -0.8011 -0.3728 7.2117 0.066 -0.005 0.028 -0.688
C -0.5669 -0.3109 5.8441 0.060 -0.044 -0.015 0.154
C -0.8957 -3.2010 -2.5820 0.024 -0.032 -0.061 -1.402
C -0.3386 -2.2824 -3.4016 0.034 -0.019 0.033 -1.752
N -0.3160 1.5397 -1.1992 -0.117 -0.025 0.051 -0.045
H -3.3625 7.3055 0.8580 0.013 -0.003 -0.011 0.388
H -3.0337 4.8649 0.8386 -0.001 -0.003 -0.012 0.518
H 1.0386 5.4140 -0.3368 -0.131 0.040 -0.068 0.652
H 0.7203 7.8546 -0.3196 -0.012 -0.005 -0.010 0.414
H -0.3703 4.6369 -2.3871 0.002 -0.010 0.031 0.625
H 0.3455 2.8120 -4.1941 -0.020 -0.005 0.016 0.579
H 2.6720 0.3107 -4.2036 0.026 -0.009 0.015 0.492
H 3.3369 0.3406 -6.5775 -0.011 -0.007 0.002 0.407
H -0.7883 0.1729 -7.7211 0.006 -0.005 0.007 0.409
H -1.4392 0.1299 -5.3408 0.014 -0.013 -0.002 0.541
H -4.0351 -4.1058 0.2508 0.007 -0.006 -0.004 0.514
H -4.9121 -6.3949 0.0154 0.005 0.002 -0.011 0.385
H -1.0075 -7.7656 -1.0924 -0.004 0.005 -0.009 0.395
H -0.1409 -5.4744 -0.8544 0.026 0.030 -0.008 0.571
H -2.2960 -4.3783 2.3562 0.023 0.009 0.003 0.558
H -2.1286 -2.6320 4.3761 0.006 0.004 -0.011 0.564
H -1.4673 2.5517 4.6728 -0.001 0.001 -0.025 0.569
H -1.2389 4.5030 2.8513 0.018 -0.019 0.011 0.621
H -3.7399 0.2405 4.7948 0.014 -0.008 0.003 0.518
H -4.1562 0.1312 7.2263 0.002 -0.004 0.003 0.404
H 0.0272 -0.5429 7.8862 -0.018 -0.004 0.011 0.417
H 0.4337 -0.4285 5.4392 -0.041 0.045 -0.009 0.557
H -1.1911 -4.2055 -2.8340 0.008 0.010 0.027 0.630
H -0.0733 -2.3969 -4.4395 -0.032 0.013 -0.003 0.604
O 3.0881 -0.8173 4.0095 -0.099 -0.063 -0.234 -0.772
C 2.3170 -0.4014 3.1424 -0.237 0.204 0.173 0.282
O 1.1569 0.0694 3.2482 0.359 -0.097 -0.021 -0.476
C 2.8841 -0.3866 1.6914 -0.281 -0.071 0.153 -1.029
P 1.7619 -0.2008 0.2286 -0.073 0.008 0.135 1.921
C 2.5102 1.3117 -0.4863 0.142 -0.096 -0.032 0.011
C 3.3866 1.4197 -1.5605 -0.067 -0.002 0.009 -0.581
C 3.9625 2.6433 -1.8804 0.007 0.014 0.007 -0.759
C 3.6954 3.7656 -1.1138 0.000 -0.009 -0.022 -0.996
C 2.8555 3.6572 -0.0137 0.052 -0.041 0.044 -0.528
C 2.2625 2.4447 0.2924 0.044 -0.039 0.112 -0.641
C 2.1728 -1.7927 -0.5863 0.164 0.103 0.031 0.256
C 2.8362 -2.0279 -1.7851 -0.100 0.023 -0.004 0.031
C 3.1839 -3.3210 -2.1572 -0.014 -0.030 -0.005 -0.988
C 2.8973 -4.3910 -1.3260 0.007 0.005 -0.051 -0.678
C 2.2498 -4.1644 -0.1193 -0.104 -0.034 0.047 -0.808
C 1.8753 -2.8814 0.2386 0.031 -0.014 0.050 -0.425
H 3.4458 -1.3001 1.5097 0.076 0.047 0.031 0.723
H 3.5760 0.4528 1.6444 0.009 0.021 -0.041 0.797
H 3.6602 0.5603 -2.1481 -0.018 -0.082 -0.027 0.545
H 4.6381 2.7091 -2.7242 -0.014 -0.003 0.010 0.474
H 4.1521 4.7155 -1.3608 0.009 -0.013 0.009 0.389
H 2.6660 4.5162 0.6187 0.065 -0.063 0.014 0.740
H 1.6243 2.3643 1.1687 0.033 -0.001 -0.030 0.503
H 3.0952 -1.2228 -2.4507 -0.062 0.090 -0.058 -0.014
H 3.6942 -3.4839 -3.0984 -0.012 0.009 0.016 0.450
H 3.1816 -5.3955 -1.6130 0.021 0.017 0.016 0.415
H 2.0427 -4.9860 0.5558 -0.022 0.008 -0.026 0.494
H 1.3854 -2.7146 1.1941 -0.019 -0.029 -0.014 0.249

Entry 2:
107
Properties=species:S:1:pos:R:3:forces:R:3:mulliken_charge:R:1 method="wB97M-V/def2-TZVPD" total_charge=-2 orbital_gap_ha="0.13220 / 0.13231" multiplicity=1 homo_ev="-0.084 / -0.087"
Ni -0.4842 0.5279 1.0675 0.035 0.471 1.168 -0.704
Cl -4.8455 8.1681 -2.0598 -0.110 0.198 -0.081 -0.266
C -4.1300 6.7289 -1.3894 -0.051 -0.257 0.147 0.420
C -2.7671 6.5200 -1.5231 -0.142 0.169 -0.018 -0.965
C -2.2130 5.3667 -1.0119 -0.094 -0.031 0.265 0.061
C -2.9914 4.4030 -0.3534 -0.229 0.474 -0.107 -0.071
C -4.3593 4.6604 -0.2136 0.236 -0.169 -0.007 -0.459
C -4.9307 5.8065 -0.7349 -0.040 0.364 -0.103 -0.954
C -2.3628 3.1486 0.0541 -0.250 -0.486 1.998 0.446
C -2.5613 2.6183 1.3365 0.606 0.330 -1.778 0.115
C -3.4172 3.1193 2.3494 -0.447 -0.189 1.187 -1.233
C -3.4921 2.1435 3.3160 -0.937 0.969 -0.609 -0.955
C -2.6245 1.1013 2.9159 0.449 -1.829 0.689 0.230
C -2.2704 -0.0366 3.7451 -0.106 1.987 -0.986 0.333
C -3.2607 -0.9134 4.2501 -0.589 -0.236 0.277 1.084
C -2.9467 -2.0729 5.0025 0.201 0.277 -0.041 -0.508
C -3.9011 -2.9915 5.3647 -0.367 -0.026 -0.040 -1.100
C -5.2200 -2.7949 4.9788 0.085 0.032 -0.052 0.444
Cl -6.4274 -3.9771 5.4174 -0.199 -0.152 0.051 -0.290
C -5.5745 -1.6948 4.2088 -0.170 -0.251 0.308 -1.018
C -4.6172 -0.7752 3.8594 0.270 0.128 0.011 -0.498
C -0.8683 -0.2142 3.9185 0.818 -0.621 0.409 -0.082
N -0.0019 0.0698 2.9105 -0.287 -0.007 -0.752 0.248
C 1.2605 -0.1696 3.3642 -0.218 0.165 1.178 0.029
C 2.3806 -0.3212 2.5213 0.290 -0.228 -1.843 0.335
C 3.7424 -0.3082 3.0949 -0.045 0.065 0.003 -0.920
C 4.3484 -1.4628 3.5837 -0.069 0.135 0.051 0.583
C 5.6545 -1.4393 4.0413 0.157 -0.023 0.057 -1.005
C 6.3511 -0.2433 4.0328 -0.204 -0.090 -0.079 0.523
Cl 8.0156 -0.2292 4.5432 0.278 0.029 0.162 -0.268
C 5.7640 0.9278 3.5901 0.149 -0.035 0.002 -0.997
C 4.4671 0.8807 3.1103 -0.009 -0.089 0.136 0.098
C 2.1890 -0.5782 1.1598 0.399 -0.001 1.957 0.739
C 3.2768 -1.1619 0.4072 0.303 -0.343 -0.385 -1.658
C 3.4017 -1.5207 -0.8845 0.148 -0.109 0.423 -1.869
C 1.4445 -0.2288 -1.6769 0.114 -0.282 -0.085 1.155
N 0.9336 -0.5432 0.6692 -0.272 0.256 -0.215 -0.944
C 0.3254 0.0046 -2.6337 -0.089 -0.660 -0.396 -0.012
C -0.6295 0.9605 -2.1637 -0.508 0.354 -0.792 -0.171
C -1.3493 1.7690 -3.0792 0.393 -0.602 0.166 -1.338
C -1.9835 2.7250 -2.3424 -0.176 0.148 0.353 -1.730
C -1.6900 2.4570 -0.9773 0.384 -0.452 -0.977 0.218
N -0.8517 1.3802 -0.8753 -0.210 -0.055 0.643 0.646
C 0.1860 -0.8267 -3.7337 1.027 0.813 1.085 1.055
C 1.4122 -1.5672 -4.2373 0.165 -0.072 0.055 0.942
C 1.0893 -2.5657 -5.3120 -0.570 -0.037 -0.160 -1.421
C -0.1530 -2.6961 -5.8057 1.623 -0.363 0.013 -0.007
Cl -0.4419 -3.8530 -7.0801 -0.083 -0.216 -0.244 -0.283
C -1.2655 -1.9547 -5.3461 -0.715 1.229 1.029 -1.424
C -1.0665 -1.0553 -4.3322 -0.957 -0.736 -1.122 -0.786
C 1.2031 -0.4931 4.7452 0.755 0.136 -0.866 -0.703
C -0.1276 -0.5726 5.0754 -1.151 0.123 -0.267 -1.441
N -2.0464 1.4069 1.7348 0.220 0.133 0.081 0.499
H -2.1590 7.2594 -2.0224 0.068 0.038 -0.042 0.409
H -1.1522 5.1951 -1.1127 0.086 -0.065 -0.035 0.540
H -4.9872 3.9280 0.2733 -0.010 -0.075 -0.016 0.578
H -5.9953 5.9838 -0.6543 0.003 -0.004 0.021 0.390
H -3.8883 4.0865 2.3557 -0.036 0.087 0.037 0.669
H -4.0481 2.1726 4.2372 -0.047 -0.037 0.089 0.620
H -1.9188 -2.2638 5.2605 0.115 0.013 0.023 0.466
H -3.6290 -3.8738 5.9283 0.000 -0.026 0.015 0.387
H -6.5950 -1.5812 3.8692 -0.053 0.010 0.017 0.381
H -4.8904 0.0518 3.2223 -0.055 -0.014 -0.099 0.343
H 3.7930 -2.3907 3.5757 -0.053 -0.036 -0.008 0.486
H 6.1368 -2.3433 4.3849 0.046 -0.029 0.037 0.385
H 6.3221 1.8531 3.6031 0.043 0.027 -0.040 0.399
H 4.0017 1.7733 2.7250 -0.096 0.133 -0.053 0.544
H 4.0963 -1.4717 1.0451 0.037 -0.057 -0.121 0.258
H 4.2773 -2.1099 -1.1289 0.137 0.021 0.013 0.352
H -1.3320 1.6558 -4.1478 0.076 0.045 -0.176 0.663
H -2.6332 3.4990 -2.7020 -0.093 0.101 -0.101 0.479
H 2.1156 -0.8356 -4.6761 -0.104 -0.116 -0.045 0.261
H 1.9064 -3.1542 -5.7013 -0.011 -0.099 -0.087 0.544
H -2.2510 -2.1437 -5.7427 -0.034 -0.048 0.009 0.383
H -1.9209 -0.5432 -3.9173 -0.085 0.028 0.048 0.445
H 2.0520 -0.7015 5.3744 0.102 -0.025 0.046 0.530
H -0.5415 -0.7696 6.0484 -0.096 -0.038 0.132 0.680
C 1.9579 2.3132 -3.1237 0.044 0.120 0.200 -0.501
C 2.3571 2.0519 -1.6850 0.268 0.786 -0.387 0.815
O 3.0431 2.8438 -1.0792 -0.190 -0.138 -0.016 -0.697
O 1.9317 0.9658 -1.0502 -0.032 -0.505 0.061 -0.554
H 2.6043 3.0904 -3.5273 0.087 -0.064 0.108 0.416
H 0.9290 2.6734 -3.1195 0.018 -0.035 -0.082 0.145
H 2.0090 1.4202 -3.7405 -0.059 0.005 -0.087 0.093
C -1.9066 -4.1782 -0.8890 -0.183 -0.080 0.037 -0.745
C -2.3454 -2.9003 -1.1874 -0.064 -0.090 -0.011 -1.220
C -1.4776 -1.8265 -1.1167 0.050 0.050 0.016 -0.441
C -0.1465 -2.0252 -0.7659 0.108 -0.373 0.132 -0.527
C 0.2769 -3.3078 -0.4200 -0.163 -0.022 -0.021 0.029
C -0.5964 -4.3747 -0.4878 0.037 -0.153 0.054 -1.002
N 0.8031 -0.9899 -0.6027 0.184 -0.023 -0.906 2.732
C 2.6690 -1.0637 -2.1242 -0.137 0.062 0.083 3.219
C 2.2084 -2.2062 -3.0528 -0.120 0.246 -0.094 0.724
C 3.3910 -2.9668 -3.5703 0.182 -0.006 -0.048 -1.018
C 4.5368 -2.3376 -3.8549 -0.252 -0.575 -0.074 -0.967
C 4.6830 -0.9326 -3.5637 -0.176 0.688 0.107 -0.799
C 3.7898 -0.3005 -2.7889 0.320 -0.016 -0.333 -1.260
H -2.5945 -5.0107 -0.9322 -0.046 -0.088 -0.024 0.418
H -3.3786 -2.7285 -1.4552 -0.076 0.000 -0.039 0.497
H -1.8419 -0.8320 -1.3107 -0.008 0.084 -0.023 0.731
H 1.2967 -3.4522 -0.0917 0.098 0.079 -0.003 0.475
H -0.2537 -5.3634 -0.2183 0.025 -0.122 0.021 0.441
H 1.5371 -2.8767 -2.5120 0.063 0.091 -0.067 -0.033
H 3.2628 -4.0251 -3.7504 0.109 -0.099 -0.091 0.513
H 5.3836 -2.8651 -4.2745 -0.001 -0.121 -0.045 0.446
H 5.5556 -0.4118 -3.9342 0.054 0.089 0.021 0.459
H 3.9772 0.7131 -2.4704 0.108 0.040 -0.048 0.297

| no. | E_tot (Ha) |
| --- | --- |
| 1 | -4237.9021 |
| 2 | -6005.7230 |